(1)
ORCA calculation (wB97M-V/def2-TZVPD) on 2 unconnected molecules or ions with the total composition C4H14N3OP.

The geometry in XYZ format:
```
23
C4H14N3OP | the Open Molecules 2025 dataset | wB97M-V/def2-TZVPD
P -1.32971 0.30947 0.23678
C 0.28006 -2.17175 0.01741
H -0.05075 -2.11233 -1.07554
H 1.59591 -0.71073 -1.62843
H 2.20497 -0.22926 0.54451
N 0.15574 -0.31331 0.73026
C 1.44786 1.76508 0.90236
N -2.34254 -0.16709 1.52846
H 1.35511 -2.26109 0.16165
H 0.52684 0.66451 -1.72268
H 2.20581 0.93576 -1.77242
N -2.13628 -0.48103 -1.09519
H 0.99435 2.31767 0.10892
C 1.40050 0.34787 0.33114
H -0.31670 -2.94376 0.57605
H -3.28808 -0.44840 1.39354
H 2.43549 2.12795 1.08518
H -2.49998 0.20382 -1.63766
C 1.45897 0.34954 -1.22398
H 0.79770 1.88169 1.75334
O -1.26322 1.76403 -0.00848
H -2.14739 0.15882 2.40392
H -1.48465 -0.98748 -1.60912
```

Properties
ΔE to the lowest compared entry with this formula, charge and spin = 188.9 kJ/mol
E_tot = -741.64870 Eh
Charge = 0
Maximum force = 0.0895 Eh/bohr
Lowest unoccupied orbital energy = 0.49 eV
HOMO-LUMO gap = 9.7 eV

***

(2)
ORCA calculation (wB97M-V/def2-TZVPD) on 2 unconnected molecules or ions with the total composition C4H12NO2.

The geometry in XYZ format:
```
19
C4H12NO2 | the Open Molecules 2025 dataset | wB97M-V/def2-TZVPD
H -2.55960 -0.34260 0.21086
H -4.17390 -0.48139 0.63604
O -3.57703 -0.44855 -0.18264
H 1.84199 1.44308 0.49317
N 1.06088 -1.92412 -0.19756
H 0.11962 -1.57249 -0.14780
H 1.38020 -0.80269 1.35058
H 2.23718 0.63318 -1.18094
O -1.27632 -0.49069 0.63414
H 2.78528 -1.01558 -0.07076
H -1.53537 1.63041 0.50873
H 0.25130 2.05528 -0.83154
C -0.77174 0.81798 0.56660
H -0.14605 0.96589 1.41648
C 0.12061 1.07678 -0.60235
C 1.80006 -0.75034 0.32673
H -0.42391 0.53238 -1.45746
H 1.23583 -2.04880 -1.20365
C 1.63099 0.72227 -0.26862
```

Properties
ΔE to the lowest compared entry with this formula, charge and spin = 159.3 kJ/mol
Multiplicity = 2
E_tot = -364.64051 Eh
Charge = -2
Maximum force = 0.0796 Eh/bohr
Lowest unoccupied orbital energy (alpha / beta) = 6.66 / 6.58 eV
HOMO-LUMO gap (alpha / beta) = 2.4 / 7.4 eV

***

(3)
ORCA calculation (wB97M-V/def2-TZVPD) on 2 unconnected molecules or ions with the total composition C4H12N2.

The geometry in XYZ format:
```
18
C4H12N2 | the Open Molecules 2025 dataset | wB97M-V/def2-TZVPD
N 2.66590 1.21118 -1.02386
H -0.88102 -1.01022 -1.45426
H -0.30214 0.57474 0.44796
H -1.09934 -1.78995 0.15485
C -2.19147 0.44768 1.45721
H 3.03083 1.59498 -0.18942
H 1.73267 1.58407 -1.16357
H -1.67233 0.33408 2.40367
H 1.90118 -0.78858 -1.38209
H -2.96105 -0.33683 1.45443
C 2.65071 -0.16609 -0.88626
H 3.30681 -1.42615 0.42744
C -1.46315 -1.02825 -0.54363
H -2.52879 -1.23493 -0.57948
H -1.63966 1.08077 -0.51395
C -1.33347 0.31736 0.19490
N 3.60081 -0.70135 -0.21672
H -2.81649 1.33749 1.41278
```

Properties
SMILES string = [H]/N=C/N.CCC
ΔE to the lowest compared entry with this formula, charge and spin = 141.2 kJ/mol
E_tot = -269.06257 Eh
Charge = 0
Maximum force = 0.0446 Eh/bohr
Lowest unoccupied orbital energy = 0.87 eV
HOMO-LUMO gap = 9.7 eV